(1)
Molecular formula: C38H80ClFN7
Method: DFT, wB97M-V/def2-TZVPD

```
127
Properties=species:S:1:pos:R:3:forces:R:3
Cl 1.4859 3.0204 -2.0919 0.189 -1.370 1.164
F 1.9678 0.5816 -3.3757 -1.349 -1.127 2.912
N -6.2284 1.3727 -0.9560 0.088 -4.333 -1.402
N 4.3598 -6.2995 2.8722 0.225 0.306 0.060
N 0.7557 1.6148 0.1143 -1.952 -0.918 -1.956
N -1.1263 0.2296 -1.1656 2.356 1.885 1.926
N -1.6136 2.2640 0.2178 2.307 -2.783 -1.113
N -3.5384 1.0106 -6.4186 0.195 -0.282 0.371
N 2.7149 4.5133 4.4986 -0.325 0.166 0.019
C -2.2027 0.7447 -5.8700 -0.292 0.072 0.005
C -3.1777 1.1828 -8.9433 0.135 -0.020 -0.381
C -0.5559 -1.4565 1.9379 -1.223 -0.348 0.962
C -6.7719 0.2435 -0.0794 0.522 -2.361 -3.804
C -5.5086 2.9502 1.0529 0.127 1.029 -0.128
C -1.0264 1.4968 -6.4850 0.352 -0.014 -0.020
C 4.4618 1.5526 -1.4399 1.358 0.229 0.521
C 3.2395 1.4258 -0.3582 -0.128 1.145 -0.617
C 1.3976 0.2072 -2.0269 1.107 0.257 -0.952
C -0.1835 -0.1099 -2.2827 1.097 0.057 -2.108
C 3.0518 -7.3461 1.0012 -0.095 0.055 0.061
C -3.0944 2.2408 -0.0681 -1.695 0.390 -0.476
C -6.2937 -0.7906 -2.4553 -0.432 4.182 4.691
C -3.9019 2.7167 1.2770 0.674 -0.525 0.226
C 2.1543 4.9651 5.7782 0.206 0.204 -0.081
C -5.9183 0.8181 -2.3604 -1.307 -3.812 1.603
C 4.0947 4.0324 4.6100 -0.086 0.120 -0.216
C -6.0244 2.8135 -0.4971 -1.551 0.821 0.106
C 4.1085 -7.5126 2.0895 -0.035 0.240 -0.059
C -5.4670 2.6165 -6.5080 -0.011 -0.056 -0.103
C -3.9911 2.3864 -6.1959 -0.133 -0.253 -0.110
C 2.3869 -6.5265 4.4816 -0.278 -0.005 0.323
C -0.6801 1.3415 -0.2733 -1.176 0.996 0.620
C -3.7849 0.4520 -7.7510 -0.345 0.021 0.064
C 1.7225 1.4690 -1.0368 0.764 -0.403 0.305
C 1.8097 3.7082 3.6737 0.390 0.262 -0.129
C 1.6065 2.2502 4.0703 -0.184 -0.300 0.103
C 5.5495 -6.3981 3.7269 0.065 0.002 -0.291
C -0.0618 -2.9521 1.4835 1.598 0.020 0.882
C -1.7665 -0.9391 -0.4988 -2.607 -1.792 0.579
C -1.9029 -0.9161 1.1230 -0.180 -1.025 0.627
C 1.1155 -2.8887 0.3020 -2.005 0.407 -0.377
C 5.5216 -7.4226 4.8571 0.146 -0.076 0.308
C 3.1917 -5.6785 3.5030 0.059 -0.056 -0.326
C 4.9157 3.1306 -1.7539 1.034 -0.267 -0.353
C 1.9662 3.9193 6.8729 -0.158 -0.058 0.284
C 4.7904 3.8149 3.2693 -0.056 0.001 -0.058
C -6.8709 -1.1464 -0.9588 1.817 4.778 -1.098
H 1.1001 3.2844 6.6796 0.096 -0.049 0.030
H 2.1023 -3.4401 0.6026 -1.994 1.161 -0.727
H 1.0557 1.1143 0.9764 -0.482 0.342 -0.906
H 2.8649 -6.5739 5.4624 -0.063 -0.118 -0.127
H -3.5340 1.2076 -0.3908 1.355 1.757 0.572
H 2.5153 -5.3365 2.7117 0.070 -0.128 -0.101
H 3.3830 0.4696 0.3044 -0.587 1.682 -1.305
H 6.5362 -7.5629 5.2469 -0.125 0.004 -0.060
H 0.5883 -3.3518 -0.6641 1.697 0.870 1.895
H -6.1316 2.2545 1.7618 1.301 1.332 -1.549
H -3.6811 0.8646 -9.8638 0.073 0.046 0.133
H -4.8684 0.3923 -7.9032 0.078 0.113 0.148
H 2.8466 3.2846 7.0037 -0.080 0.062 -0.033
H -2.8781 -1.0207 -0.9289 2.283 0.176 0.887
H 0.9035 2.1518 4.9002 0.163 -0.086 -0.044
H 1.7816 4.4219 7.8292 0.039 -0.074 -0.126
H -0.7465 1.0837 -7.4553 -0.043 0.125 0.052
H 1.1808 1.6961 3.2254 -0.027 -0.029 0.009
H 0.3247 -0.6883 1.9516 -1.496 -1.481 -0.194
H -0.9140 -1.5606 3.0722 0.799 0.393 -2.426
H 4.3169 0.9563 -2.4360 -0.065 1.176 2.000
H -2.7444 -1.7207 1.3941 1.810 1.753 -0.789
H 2.2249 -7.5468 4.1230 0.056 0.100 0.004
H -0.5111 0.5137 -3.2407 0.873 -1.183 2.074
H 5.4207 1.0738 -0.9139 -2.243 0.875 -1.081
H -1.2250 2.5655 -6.6007 -0.011 -0.113 -0.002
H 2.1731 3.7332 2.6404 0.148 0.043 0.072
H 3.8253 -8.3527 2.7301 -0.059 -0.211 0.027
H 4.9079 -7.0840 5.6933 -0.011 -0.112 -0.061
H 4.6855 4.7816 5.1533 -0.343 -0.056 0.052
H 4.3238 3.0116 2.6911 0.029 0.044 0.002
H 4.1522 3.1075 5.1910 0.114 -0.170 0.109
H -7.1068 3.3156 -0.5317 2.367 -0.994 0.127
H -5.4563 1.4249 -3.2613 -1.146 -1.028 2.413
H -3.2675 2.9727 -0.9953 0.407 -1.470 2.169
H 1.1941 5.4640 5.5987 0.101 -0.126 -0.186
H -6.1057 1.9401 -5.9306 0.091 0.004 -0.114
H -3.8509 2.6354 -5.1357 0.242 -0.185 -0.072
H 2.5408 1.7522 4.3438 -0.070 0.081 -0.019
H 0.4930 -3.4200 2.4297 -1.423 0.975 -1.937
H -3.3941 3.1032 -6.7669 0.057 0.216 -0.041
H -0.2461 -1.2497 -2.6331 -0.150 2.536 1.202
H 5.7756 -5.4120 4.1507 -0.226 -0.031 -0.103
H -5.6866 2.4825 -7.5715 -0.005 -0.008 0.146
H 3.3129 -6.5343 0.3144 -0.010 -0.044 0.127
H 1.2588 -1.7303 0.0847 0.153 -2.498 0.410
H 5.8338 3.5283 3.4366 -0.162 0.035 0.011
H -1.2687 3.0557 0.8407 -0.253 -1.580 -1.154
H -2.3294 0.1007 1.5780 1.141 -2.114 -1.163
H -1.9971 -0.3316 -5.9189 -0.193 0.066 -0.147
H 4.3685 3.9089 -1.0716 0.832 -1.532 -1.520
H 5.0386 -7.8035 1.5834 0.004 0.157 0.304
H 2.0609 -7.1455 1.4196 0.071 0.001 -0.053
H 6.0776 3.2387 -1.5048 -2.561 -0.286 -0.499
H -3.2882 2.2686 -8.8748 0.004 -0.093 0.032
H 2.0430 -0.7353 -1.6884 -1.586 2.087 -0.708
H -3.3452 3.6807 1.6820 -1.394 -1.854 -0.731
H 0.8295 4.1989 3.6228 0.178 0.128 0.230
H -7.0742 0.3540 1.0557 0.732 0.039 -2.851
H 1.3986 -6.0760 4.6307 0.095 -0.058 -0.004
H 4.7859 4.7286 2.6661 -0.074 -0.112 0.081
H 4.8349 3.3885 -2.9159 -0.175 -0.465 2.731
H -5.7333 4.0699 1.3981 0.346 -2.485 -0.874
H 3.4987 -4.7540 4.0083 0.240 -0.188 -0.081
H -1.2526 -1.9627 -0.8362 -0.814 2.470 0.826
H -2.2262 0.9743 -4.7971 -0.215 0.114 -0.007
H -5.7440 3.6434 -6.2480 0.076 -0.120 -0.037
H 5.1612 -8.4010 4.5287 0.017 0.108 0.018
H -5.3812 3.4352 -1.2800 -1.226 -1.670 1.732
H 2.8071 5.7537 6.1735 0.063 -0.136 -0.197
H 6.4091 -6.6278 3.0845 -0.215 -0.016 -0.094
H -0.9417 -3.6796 1.2142 1.630 1.620 0.432
H -7.2602 -2.2057 -0.5911 0.944 2.776 -0.757
H -0.1498 1.3966 -5.8349 -0.042 0.030 -0.055
H 3.2949 2.4021 0.3249 -0.185 -2.231 -1.297
H -2.1181 0.9476 -9.0640 -0.092 0.149 -0.002
H 2.9748 -8.2687 0.4165 0.035 0.116 0.106
H -6.1902 -1.5267 -3.3603 -0.187 1.906 1.961
H -3.4550 -0.5943 -7.7744 0.075 0.185 0.252
H -3.7790 1.8620 2.0913 -0.056 1.829 -1.708
```
Positions in Å, forces in eV/Å.

## Properties
E ... -66354.1526 eV
Energy relative to the best compared isomer or geometry (same formula, charge and spin) ... 300.3 kcal/mol
Charge ... +1
Molar mass ... 689.56 g mol⁻¹
Max |F| ... 6.30 eV Å⁻¹

Atom charges from the Löwdin analysis, given in e for atoms 1 to 6: atom 1 (Cl): 0.64, atom 2 (F): -0.14, atom 3 (N): -0.18, atom 4 (N): -0.19, atom 5 (N): 0.04, atom 6 (N): -0.07

***

(2)
Molecular formula: C45H118N3O16
Method: DFT, wB97M-V/def2-TZVPD

```
182
Properties=species:S:1:pos:R:3:forces:R:3
O 4.8491 10.3545 -4.7879 -0.485 0.460 0.389
O 6.2090 6.5827 -9.1614 0.091 -0.648 -0.299
O 10.8511 10.4538 -10.8381 -0.023 0.108 -0.561
O 1.9243 17.0809 -12.4788 -0.248 0.405 0.893
O 1.9805 15.2585 -5.0016 -0.521 1.233 0.019
O 0.1215 7.7313 -14.7596 -0.405 0.647 0.245
O 3.6021 4.6223 -10.1459 0.310 0.091 1.053
O 4.2670 6.6975 -5.5780 -0.391 -0.350 0.184
O 1.9510 8.5444 -3.6848 0.416 -0.621 0.775
O 10.8184 11.3612 -8.4207 -0.055 1.622 0.210
O 11.1394 9.3512 -6.8033 -0.424 -0.374 0.298
O 8.2795 18.2500 -7.4175 0.025 -0.429 0.271
O -0.9220 4.7752 -7.7934 -1.321 -0.166 -0.026
O 5.1353 8.8199 -7.4584 0.420 0.842 -0.688
O 4.4360 12.3713 -15.3560 0.041 1.702 -0.670
O 7.2494 8.8519 -4.9196 0.437 -0.104 0.317
N 5.3285 9.5292 -8.6834 1.089 0.741 -0.854
N 8.3581 17.2959 -8.4490 -0.192 -1.536 -2.591
N 1.5001 15.7939 -12.8284 1.347 -1.574 -0.712
C 7.3239 19.1136 -9.9287 -0.648 0.944 0.515
C -0.7837 15.9668 -11.8149 0.182 0.322 1.515
C 0.4069 4.9482 -7.3211 -0.666 1.094 -0.423
C 3.1958 8.8149 -9.5260 0.876 0.637 0.205
C 4.0847 10.0566 -9.2456 -1.185 1.428 -0.952
C -0.2722 14.3099 -13.6453 -0.491 0.188 0.698
C 3.2918 11.0714 -8.3379 0.423 -0.419 0.881
C 7.2694 15.9173 -10.8966 -1.033 0.487 1.748
C 7.3748 16.1386 -8.3488 0.793 0.369 2.137
C 1.1814 8.2654 -4.8555 0.658 1.068 1.232
C 2.0343 14.6078 -10.5921 0.938 -0.492 -0.860
C 6.5344 10.4447 -8.6824 0.600 0.875 0.289
C -0.3700 7.9745 -13.4378 0.362 0.126 0.889
C 6.5533 11.5712 -7.5668 -0.043 -1.300 0.190
C 7.8042 9.6058 -8.5795 0.030 0.535 0.482
C 2.3151 14.7411 -12.1486 0.164 -1.256 0.255
C 4.3860 10.7384 -10.6656 1.477 -1.298 1.348
C 2.4616 5.6208 -12.0089 0.407 0.967 0.121
C 3.3920 14.0257 -6.3212 -0.568 -1.430 -2.250
C 12.2999 10.2397 -4.9427 0.625 -0.871 1.144
C 1.9950 13.3607 -12.8855 -1.624 0.194 0.823
C 5.2497 11.9262 -14.2664 -0.118 -1.474 -1.558
C 10.6802 10.4214 -12.2648 1.492 -0.862 -0.050
C 10.9943 9.7679 -5.4609 -0.314 0.284 -0.813
C 3.3218 15.2085 -5.4505 0.622 -1.935 1.155
C 6.7950 11.2225 -10.0265 -2.396 -0.598 0.948
C 0.6151 8.7338 -12.5159 -0.789 -0.278 0.518
C 1.1141 5.8874 -8.3294 1.134 -1.428 1.064
C 9.3191 10.7549 -12.7087 -1.243 -0.088 -0.636
C 6.6686 12.3732 -14.5123 0.821 1.462 0.123
C 0.4540 13.1659 -12.9856 0.662 -0.064 0.066
C 5.4770 11.7809 -10.4995 -0.763 0.573 -0.749
C 10.8238 12.8055 -8.2174 0.058 -1.420 -0.442
C 7.4632 15.2225 -9.5363 0.805 -0.338 -2.027
C 0.0578 15.6805 -13.0264 0.060 1.097 -2.331
C 5.9807 16.6448 -8.1161 -0.916 0.418 0.354
C 9.7461 18.6955 -9.8710 0.591 -0.397 -0.372
C -0.2684 16.7596 -14.1599 -0.430 -0.334 1.394
C 8.3832 18.0174 -9.7569 -0.886 0.107 -0.185
C 8.2949 17.0443 -10.9820 -0.214 -0.300 0.200
C 0.8994 9.6271 -5.4504 -0.595 -0.194 -1.323
C 7.7858 15.2693 -7.1268 -0.185 -0.283 -0.679
C 12.1618 13.3594 -8.6147 0.179 0.097 -0.502
C 3.7524 5.0654 -11.4511 -0.159 -1.058 -1.447
C 3.8601 14.9677 -12.3034 -1.038 0.102 -0.335
H 8.7877 14.8519 -7.2389 0.297 0.561 0.088
H 4.8114 9.8633 -11.1646 -0.098 0.132 -0.757
H 1.6279 4.9719 -12.2741 0.309 -0.446 0.280
H 7.9570 17.6508 -11.8228 0.806 0.183 -0.218
H 12.2240 13.2618 -9.7004 0.171 0.038 -0.087
H 12.9883 12.7738 -8.2132 -0.004 0.247 0.320
H 3.8966 14.8579 -4.5886 0.362 0.942 0.333
H 7.1217 11.9279 -15.3979 -0.383 0.007 -0.190
H 8.6518 10.2818 -8.7048 0.091 0.075 0.385
H 6.4707 11.1109 -6.5804 -0.530 -0.133 -0.040
H 12.1237 10.3895 -3.8747 0.497 0.595 0.109
H 5.1693 11.2288 -4.5554 0.042 0.088 0.021
H 0.2427 7.7853 -4.5713 -0.026 -0.343 -0.266
H 0.1502 12.2167 -13.4314 0.383 -0.038 -0.409
H 4.1016 15.9530 -11.9068 0.328 -0.141 0.052
H 7.1483 10.4863 -10.7488 0.301 0.355 -0.219
H 10.1011 13.2211 -8.9216 -0.470 0.205 0.493
H 4.7988 12.2222 -13.3204 0.269 -0.295 0.110
H 8.6514 9.9392 -12.4255 -0.363 0.494 0.769
H 0.9288 6.9266 -8.0615 -0.305 -0.006 -0.363
H 0.7247 3.9205 -7.1473 0.927 0.297 -0.307
H -0.1574 14.3384 -14.7291 0.344 -0.099 0.015
H 7.3522 19.8228 -9.0993 0.342 0.002 0.074
H 0.1402 8.8192 -11.5349 -0.358 -0.081 0.033
H 6.2810 16.3847 -10.9026 -0.140 0.113 0.056
H 2.6468 14.0863 -7.1204 0.200 0.517 -0.430
H 11.4487 11.0680 -12.6899 -0.084 0.245 0.163
H 3.8392 8.1060 -10.0496 0.032 -0.262 0.242
H 7.8906 8.9452 -9.4437 -0.308 -0.533 0.293
H 10.8123 11.2365 -9.3843 0.043 -0.133 0.045
H 10.5369 8.9585 -4.8912 0.321 -0.196 0.026
H 7.1881 14.3575 -7.1823 -0.416 0.158 0.345
H 2.2642 15.5281 -10.0545 -0.638 0.288 -0.174
H 7.3159 8.5511 -5.8300 -0.415 -0.037 -0.183
H 7.4316 12.2583 -13.7424 -0.655 -0.739 0.549
H 2.7463 6.1748 -12.9053 -0.299 0.138 -0.101
H 3.0489 13.0784 -5.9021 0.499 0.104 0.789
H 2.5158 13.2318 -13.8343 -0.034 0.469 -0.060
H 7.8726 9.1292 -7.6034 0.179 -0.400 -0.333
H 1.0758 14.1469 -10.3592 -0.171 0.525 0.042
H 5.6433 12.3535 -11.4169 -0.053 -0.063 -0.242
H 7.6412 15.7643 -6.1675 0.104 0.012 -0.043
H 6.0163 7.4066 -8.6884 -0.525 0.510 0.505
H 6.8455 14.3259 -9.4651 -0.493 0.309 0.435
H 1.5708 8.3000 -12.2266 0.085 -0.201 -0.841
H 5.0179 12.5083 -9.8241 0.512 0.267 0.364
H 2.2287 11.1451 -8.5716 -0.040 -0.216 -0.136
H 6.7293 13.4608 -14.6064 -0.364 0.146 -0.498
H 10.4815 17.9155 -9.6656 0.215 0.124 0.077
H 2.1446 17.5236 -13.3033 0.086 -0.203 -0.154
H 9.9578 19.5578 -9.2390 -0.425 -0.083 0.247
H 1.4080 8.7033 -2.9098 -0.240 0.001 -0.182
H 4.2112 14.8652 -13.3320 -0.371 0.424 -0.273
H -1.8453 16.1794 -11.9435 0.017 -0.190 -0.600
H 9.1411 10.7212 -13.7855 0.805 0.224 -0.252
H 0.3090 5.4632 -6.3634 0.600 -0.200 0.242
H -0.3831 16.8393 -11.2945 0.098 0.095 -0.046
H 10.5547 12.9651 -7.1744 -0.088 0.162 -0.097
H 6.2586 18.8801 -9.9686 0.140 -0.802 -0.128
H 9.1951 18.1680 -7.1359 -0.102 0.415 0.634
H 5.7484 12.2842 -7.7430 0.028 0.056 0.171
H 4.3700 13.8886 -6.7854 0.074 -0.090 0.107
H 13.0425 9.4445 -5.0254 0.164 0.100 -0.113
H 0.7133 9.7758 -12.8219 0.314 -0.115 -0.376
H 6.8566 6.8322 -9.8225 0.036 0.058 -0.030
H 5.2490 10.8663 -14.5318 0.090 -0.522 1.638
H 7.1596 15.1846 -11.6963 0.837 0.126 -0.259
H 4.0760 4.1988 -12.0383 0.105 0.007 -0.423
H 5.5905 17.1311 -9.0093 -0.249 -0.096 0.118
H 0.6621 9.5182 -6.5123 -0.161 0.140 -0.139
H 11.1722 10.1335 -7.3806 -0.171 -0.027 0.070
H 0.1312 13.0100 -11.9537 -0.284 0.424 0.108
H 1.5846 16.1185 -5.1632 0.080 0.035 0.002
H 1.8332 7.6019 -5.4230 -0.255 0.104 -0.356
H 2.1365 6.3291 -11.2450 -0.331 0.164 -0.207
H 10.6605 9.5992 -10.4391 -0.165 -0.136 -0.171
H -1.3359 14.1620 -13.4455 -0.185 0.045 -0.269
H 2.1923 5.7337 -8.2571 0.096 0.210 0.028
H 5.2923 15.8749 -7.7638 0.055 -0.358 -0.494
H 9.0358 11.7563 -12.3861 -0.381 -0.270 0.360
H 7.4355 12.0885 -9.8589 0.656 -0.481 0.030
H -0.6705 7.8326 -15.2941 0.262 -0.147 -0.454
H 12.6452 11.1256 -5.4740 -0.010 0.089 0.207
H 2.2117 12.4855 -12.2697 0.958 0.339 0.267
H -1.2722 8.5911 -13.4085 -0.038 0.271 -0.592
H 2.7680 13.9216 -10.1618 0.097 -0.263 -0.227
H -0.7068 15.1553 -11.0897 -0.089 -0.114 -0.054
H 2.3745 9.0210 -10.2133 -0.336 0.263 0.421
H 10.9366 9.4189 -12.6141 0.075 -0.093 -0.001
H 4.7620 5.9367 -5.8878 0.106 0.002 -0.096
H 3.5674 11.1723 -11.2391 -0.460 -0.372 0.424
H 8.0584 9.3450 -4.7648 0.132 0.024 -0.052
H 9.3066 16.6481 -11.0819 -0.036 -0.127 -0.545
H 3.3972 10.7491 -7.2986 -0.413 -0.706 -0.018
H 3.8344 16.0303 -5.9502 -0.743 0.656 0.322
H 5.9451 17.3572 -7.2896 0.334 0.285 -0.144
H 7.5072 12.0936 -7.4651 0.168 0.080 -0.671
H 12.2289 14.4260 -8.3977 0.212 -0.028 0.214
H -1.4603 5.4278 -7.3407 -0.185 -0.037 -0.204
H -1.3175 16.6505 -14.4385 0.001 -0.099 -0.181
H 1.7362 10.3213 -5.3914 0.175 -0.306 0.215
H 7.5039 19.7001 -10.8310 0.283 -0.098 -0.078
H 0.0272 10.0723 -4.9693 0.040 0.112 0.091
H 2.9264 8.4314 -8.5431 -0.368 -0.324 -0.288
H -0.7484 7.0214 -13.0618 0.572 -0.138 0.551
H 9.9174 19.0167 -10.8998 -0.089 0.069 -0.063
H 3.6392 12.0934 -8.1714 0.413 0.138 -1.043
H 4.4522 4.8160 -9.7350 -0.079 0.032 0.540
H 10.3494 10.6372 -5.2900 -0.682 -0.030 -0.649
H -0.1814 17.7575 -13.7280 0.077 0.061 -0.052
H 3.6228 11.8722 -15.4517 0.117 -0.259 0.391
H 4.4055 14.1630 -11.8090 -0.201 0.180 0.547
H 4.6941 10.3936 -5.7380 0.216 -0.592 -0.330
H 0.3668 16.6946 -15.0425 0.077 -0.295 0.110
H 0.8687 5.5941 -9.3486 -0.324 0.303 0.059
H 4.5415 5.8123 -11.5586 -0.075 0.220 0.255
H 4.3019 7.3226 -6.3123 0.362 0.510 -0.287
H 8.4626 14.7882 -9.6344 0.327 0.097 0.498
```
Positions in Å, forces in eV/Å.

## Properties
E ... -85801.2896 eV
Charge ... -1
Molar mass ... 957.44 g mol⁻¹
Max |F| ... 3.02 eV Å⁻¹

Atom charges from the Löwdin analysis, given in e for atoms 1 to 6: atom 1 (O): -0.06, atom 2 (O): -0.07, atom 3 (O): -0.08, atom 4 (O): -0.02, atom 5 (O): -0.06, atom 6 (O): -0.08